(1)
Below is a molecular structure, C44H51IIrN6O3S6Se in a non-equilibrium geometry, with properties calculated with wB97M-V/def2-TZVPD.

For the frontier orbital gap (spin up / spin down), the calculation gives 5.9 / 5.9 eV. The calculation puts the energy above the lowest of the compared OMol25 structures with the same formula, charge and spin at 227.31 kJ/mol.

Structure (ORCA input):
```
! RIJCOSX wB97M-V def2-TZVPD def2/J DEFGRID3
* xyz 1 1
Ir -0.1706 -0.7387 1.2670
I -2.0391 0.5864 3.0906
Se -1.3195 0.0840 -0.9014
S 4.8996 -5.6071 3.1449
S 3.1158 -4.3097 1.1769
S 1.2195 1.5914 1.4575
S 5.0337 -2.6759 2.6419
S 4.1745 -0.1081 1.3486
S 1.7075 -2.0145 -0.0440
O -0.8645 -2.7967 1.5801
O 0.9746 0.2530 -3.0680
O 2.9399 -3.6663 5.2041
N -4.1396 0.4193 -0.6310
N 1.5848 1.0102 -1.0662
N 2.8501 2.7770 -0.2427
N 0.5254 -1.1936 3.4267
N -3.5656 -1.5546 -1.4223
N 0.4914 -6.0320 1.9827
C 0.9006 2.1558 5.9050
C 2.0102 2.4009 -3.0439
C 1.2146 -4.7545 3.8391
C -3.2436 -0.8045 -4.5594
C -5.3053 -0.2297 -0.9674
C 3.5487 3.5011 -4.5197
C 1.4077 3.6223 -2.7579
C -2.1778 3.8974 -1.3846
C 4.9855 4.9202 -0.7571
C -3.3381 3.1784 -2.0601
C -0.1516 -3.7217 2.0718
C 1.9447 1.8339 -0.0391
C 3.7420 5.0252 0.1205
C -0.3071 0.8900 4.2919
C -4.0755 1.7440 -0.0652
C -5.9010 -2.3696 -1.9520
C 2.9685 -2.5665 0.9672
C 4.3994 -4.2663 2.3455
C 1.8304 0.1237 5.0252
C -0.2273 1.9911 5.1162
C -0.0739 -5.0133 1.4166
C -2.7403 -2.6800 -1.7874
C 3.9199 -1.8276 1.5895
C -3.1044 -0.3950 -0.9173
C 0.7786 -2.3513 3.9319
C -7.5780 -0.7136 -1.3787
C 1.4892 1.1477 -2.4441
C -2.9442 -2.2844 -4.3335
C 0.6935 -0.0747 4.2398
C 0.6204 -3.6043 3.2744
C -4.9397 -1.4876 -1.4804
C 1.9567 -4.6834 5.1562
C 1.0888 -5.9523 3.1679
C 2.9527 4.7173 -4.2276
C 3.0677 2.3386 -3.9437
C 3.3471 3.6949 0.7577
C 4.9847 -0.1734 -0.2876
C 1.9311 1.2316 5.8452
C -6.6333 0.1698 -0.8966
C -0.6191 -5.1467 0.0345
C -4.4586 2.8228 -1.0843
C -2.0275 -2.5355 -3.1340
C 1.8764 4.7771 -3.3566
C -7.2176 -1.9560 -1.9011
H -1.5357 4.3410 -2.1401
H -5.6378 -3.3326 -2.3571
H 3.9392 5.7322 0.9261
H -1.0268 2.7157 5.1395
H -3.8801 -2.8390 -4.2278
H -2.5422 4.6911 -0.7368
H 1.5038 -6.8725 3.5523
H -3.8793 -0.3898 -3.7779
H -0.3986 -6.1341 -0.3593
H 4.2756 -0.5142 -1.0360
H -8.6180 -0.4321 -1.3541
H -0.1603 -4.3918 -0.6041
H -1.9875 -2.8043 -1.0025
H 1.2296 -4.4577 5.9475
H -3.0607 1.9147 0.2998
H 5.8362 -0.8419 -0.2220
H -4.7533 1.7768 0.7931
H 3.8053 -4.0577 5.0391
H 3.5016 1.3801 -4.1795
H 5.3190 0.8358 -0.5000
H -1.6953 -4.9783 0.0363
H 2.3952 -5.6615 5.3641
H 2.5649 3.8334 1.5086
H 1.1462 -2.3934 4.9539
H -5.3252 2.4812 -1.6523
H 4.3792 3.4564 -5.2066
H -2.9696 2.2790 -2.5620
H -1.4838 -3.4665 -3.2968
H 4.8149 4.2957 -1.6325
H -1.5820 3.2102 -0.7857
H 2.9050 5.4084 -0.4665
H -2.3132 -0.2375 -4.5909
H -6.9129 1.1261 -0.4862
H 1.2353 0.0959 -0.7556
H 1.4044 5.7255 -3.1500
H -3.7605 3.8312 -2.8256
H -1.2916 -1.7295 -3.0775
H 5.8182 4.5104 -0.1892
H 4.2134 3.2464 1.2597
H 3.2526 2.8476 -1.1700
H 5.2710 5.9059 -1.1138
H 2.6326 -0.5963 4.9750
H 0.5702 3.6527 -2.0806
H -3.3818 -3.5614 -1.7964
H -4.7488 3.7209 -0.5356
H 3.3264 5.6191 -4.6855
H -2.4394 -2.6658 -5.2233
H -3.7628 -0.6683 -5.5062
H 2.8181 1.3741 6.4433
H 0.9675 3.0110 6.5580
H -7.9915 -2.6079 -2.2730
*
```

(2)
Below is a molecular structure, C44H51N9O2PS2Ti in a non-equilibrium geometry, with properties calculated with wB97M-V/def2-TZVPD.

For the frontier orbital gap, the calculation gives 7.3 eV.

Structure (ORCA input):
```
! RIJCOSX wB97M-V def2-TZVPD def2/J DEFGRID3
* xyz 1 1
Ti 0.1881 0.4497 0.1518
S 1.0319 -0.9327 4.3943
S 2.6345 0.5190 0.0890
P 1.1301 -0.2573 -3.0127
O -0.2049 -1.0919 -0.6117
O -0.1500 -3.3224 -0.7488
N -0.3961 2.3661 -0.4912
N -1.3023 3.7337 -2.1640
N -2.1415 0.5347 0.2709
N 2.4014 -2.1491 0.1336
N -3.5568 -0.6744 1.7591
N -3.1354 -1.4286 -0.3840
N 0.9443 3.2162 -2.2172
N 1.0358 2.2474 2.0328
N 4.5246 -1.2098 0.6559
C -1.2055 5.0836 -2.7000
C 6.4702 -2.5202 1.2176
C -1.5876 4.0955 0.8296
C -2.6815 4.5034 1.5672
C -2.9633 -1.0988 -1.7909
C 0.0790 -0.0255 -4.5013
C -2.6450 3.1720 -2.0910
C 2.2573 4.1010 2.9175
C 0.1192 -2.2632 -1.2211
C 4.5302 0.4164 -5.2238
C -3.2162 -2.8630 -0.1000
C 0.2024 -0.3998 2.0281
C -0.2421 3.1060 -1.6016
C 3.2127 0.4051 -4.7845
C -0.5928 -0.4630 -6.7834
C -3.6753 3.5748 1.8653
C -1.0692 0.7474 -4.3393
C 5.0218 -2.4345 0.8364
C 2.8241 -0.3843 -3.6994
C 1.4571 3.5052 1.9606
C -3.5371 2.2564 1.4708
C -3.0827 -0.1134 3.0209
C 2.6370 3.3416 4.0152
C 0.8725 0.1532 3.0846
C 2.9134 -3.3641 0.3166
C -2.3958 1.8201 0.7827
C -1.7335 0.3157 -6.6076
C 3.2325 -1.1263 0.3322
C 5.4871 -0.3542 -4.5775
C 2.2261 3.2177 -1.5204
C 0.3024 -0.6376 -5.7378
C 5.1172 -1.1327 -3.4892
C 4.2279 -3.5676 0.6814
C 0.7270 -2.0406 -2.5942
C -4.8348 -1.3687 1.8730
C 0.2419 -2.1817 3.5286
C 3.7984 -1.1453 -3.0515
C -2.9252 -0.5051 0.5711
C -1.4551 2.7793 0.4047
C 1.0566 3.4688 -3.6504
C 1.3922 1.5241 3.1000
C -1.9769 0.9172 -5.3810
C -0.1427 -1.7693 2.2966
C 2.1957 2.0352 4.1099
H 4.8067 1.0236 -6.0769
H 6.5995 -2.1851 2.2489
H 3.2713 3.7619 4.7852
H 6.8523 -3.5364 1.1343
H 4.6264 -4.5623 0.8301
H 0.1152 -3.1553 3.9796
H -1.2578 1.2103 -3.3766
H -1.9525 -1.3052 -2.1480
H -5.2572 -1.5591 0.8923
H -2.4293 0.4503 -7.4273
H -4.7424 -2.3107 2.4152
H -2.5954 2.1385 -1.7577
H 2.2345 -4.1955 0.1478
H -0.8376 4.8242 0.5374
H -3.1784 -3.0438 0.9678
H -0.0151 -2.3942 -3.3113
H -3.2789 3.7333 -1.4006
H 2.7083 4.1868 -1.6767
H -2.3616 -3.3666 -0.5507
H -3.0917 3.1993 -3.0876
H 6.5145 -0.3467 -4.9202
H -2.9148 -0.9207 3.7336
H 1.4309 4.4774 -3.8422
H 2.0850 3.0526 -0.4608
H -2.1543 0.4219 2.8870
H 0.1016 3.3298 -4.1444
H 2.8726 2.4311 -1.9086
H 1.5941 -2.6911 -2.6836
H 1.1828 -1.2543 -5.8842
H 2.4789 1.4113 4.9494
H 1.1361 4.0675 1.0923
H -4.5640 3.8801 2.4039
H 1.7693 2.7555 -4.0645
H -3.6632 -1.7044 -2.3665
H -1.3439 5.1122 -3.7836
H -0.4055 -0.9398 -7.7381
H -3.8330 0.5665 3.4274
H -2.8714 1.5125 -5.2350
H -3.1783 -0.0486 -1.9596
H -4.1376 -3.2845 -0.5037
H 3.5390 -1.7546 -2.1920
H 7.0557 -1.8521 0.5866
H 2.5672 5.1306 2.8034
H -4.3361 1.5591 1.6761
H 5.8569 -1.7319 -2.9718
H -0.6235 -2.4215 1.5791
H -0.2380 5.5156 -2.4580
H -1.9820 5.6948 -2.2361
H -2.7685 5.5338 1.8877
H 2.4779 1.0038 -5.3112
H -5.5214 -0.7279 2.4291
*
```

Calculated E, -202833.212; -118034.706 eV (same order as the records).